No. 1
The following is a DFT calculation (ωB97M-V/def2-TZVPD) of a molecular structure, C5H7NO.

Geometry (Å):
O: 1.710 0.192 -1.469
C: 1.360 1.175 -0.751
N: 1.301 1.160 0.560
C: -0.762 0.387 1.017
C: -1.474 -0.858 0.667
C: -0.503 -1.057 -0.410
C: 0.302 -1.141 -1.336
H: 0.965 2.075 -1.246
H: 1.746 0.289 0.859
H: -1.135 1.322 0.622
H: -0.268 0.459 1.977
H: -1.434 -1.642 1.424
H: -2.495 -0.734 0.302
H: 0.688 -1.626 -2.214

- Lowest unoccupied orbital energy: -0.34 eV
- E_tot: -8830.163 eV
- Kohn-Sham gap: 8.596 eV

What are the natural (NBO) partial charges on each atom? They are as follows, in elementary charge units: -0.6026 0.4371 -0.6963 -0.1177 -0.5252 -0.0816 -0.0425 0.1181 0.3401 0.2179 0.2259 0.2393 0.2398 0.2477



No. 2
The following is a DFT calculation (ωB97M-V/def2-TZVPD) of a single C5H7NO molecule in a non-equilibrium geometry.

Geometry (Å):
C: -0.076 1.746 0.179
C: 0.073 0.824 1.169
C: 0.464 -0.625 0.816
C: -0.121 -1.319 -0.447
O: 0.210 -0.956 -1.737
N: 0.536 0.378 -1.965
C: -0.227 1.141 -1.191
H: -0.303 2.828 0.329
H: -0.085 1.166 2.193
H: 0.292 -1.187 1.728
H: 1.579 -0.683 0.718
H: 0.160 -2.391 -0.199
H: -1.192 -1.554 -0.489
H: -1.310 0.631 -1.104

- Lowest unoccupied orbital energy (spin up / spin down): -0.11 / -0.13 eV
- SMILES: C1=CCCON=C1
- E_tot: -8829.915 eV
- Kohn-Sham gap (spin up / spin down): 8.342 / 8.373 eV

What are the natural (NBO) partial charges on each atom? They are as follows, in elementary charge units: -0.2422 -0.1674 -0.4845 -0.1071 -0.3629 -0.0798 -0.0086 0.2284 0.2213 0.2313 0.2352 0.2089 0.1823 0.1450



No. 3
The following is a DFT calculation (ωB97M-V/def2-TZVPD) of 2 unconnected molecules or ions with the total composition C5H7NO.

Geometry (Å):
C: -1.877 0.282 0.098
C: -0.410 0.159 0.308
C: 0.538 1.045 0.614
C: 1.825 0.288 0.657
N: 1.729 -0.966 0.416
C: 0.312 -1.178 0.212
O: -0.199 -2.247 0.022
H: -2.197 1.328 0.106
H: -2.419 -0.260 0.880
H: -2.166 -0.170 -0.858
H: 0.436 2.109 0.796
H: 2.790 0.749 0.866
H: 0.430 -0.324 -2.362
H: 1.078 -0.670 -2.248

- Lowest unoccupied orbital energy: -0.93 eV
- SMILES: CC1=CC=NC1=O.[H][H]
- E_tot: -8834.175 eV
- Kohn-Sham gap: 9.116 eV

What are the natural (NBO) partial charges on each atom? They are as follows, in elementary charge units: -0.6503 -0.0403 -0.2728 0.1431 -0.4750 0.6375 -0.4704 0.2233 0.2402 0.2388 0.2259 0.1981 -0.0116 0.0134



No. 4
The following is a DFT calculation (ωB97M-V/def2-TZVPD) of a single C5H7NO molecule.

Geometry (Å):
C: 1.347 0.245 -1.324
C: 0.475 0.087 -0.117
N: 0.864 -0.495 1.169
C: -0.290 -1.053 0.502
C: -1.541 -0.195 0.717
C: -0.717 0.973 0.134
O: -0.951 2.119 -0.141
H: 0.700 0.549 -2.154
H: 1.858 -0.679 -1.601
H: 2.086 1.039 -1.180
H: 0.615 0.087 1.969
H: -0.261 -2.104 0.235
H: -1.947 -0.102 1.728
H: -2.349 -0.443 0.017

- Lowest unoccupied orbital energy: 0.96 eV
- SMILES: C[C@]12N[C@H]1CC2=O
- E_tot: -8834.210 eV
- Kohn-Sham gap: 10.392 eV

What are the natural (NBO) partial charges on each atom? They are as follows, in elementary charge units: -0.6192 -0.0219 -0.5477 -0.0639 -0.5307 0.5906 -0.5133 0.2238 0.2262 0.2285 0.3528 0.2165 0.2211 0.2372



No. 5
The following is a DFT calculation (ωB97M-V/def2-TZVPD) of a single C5H7NO molecule in a non-equilibrium geometry.

Geometry (Å):
O: 2.590 0.006 1.261
C: 2.431 -0.104 -0.020
C: 1.294 -0.367 -0.676
C: -0.051 -0.548 -0.491
C: -0.913 0.396 0.155
C: -2.291 0.469 -0.440
N: -2.118 -0.159 0.833
H: 1.711 -0.021 1.639
H: 3.387 -0.064 -0.474
H: 1.863 -1.053 -1.365
H: -0.567 1.320 0.615
H: -2.471 -0.142 -1.315
H: -2.773 1.437 -0.424
H: -2.092 -1.169 0.702

- Lowest unoccupied orbital energy: -0.23 eV
- E_tot: -8830.418 eV
- Kohn-Sham gap: 7.446 eV

What are the natural (NBO) partial charges on each atom? They are as follows, in elementary charge units: -0.6159 0.2775 -0.5109 -0.0472 -0.2473 -0.1973 -0.5401 0.4884 0.1799 0.2525 0.1804 0.2123 0.2025 0.3652



No. 6
The following is a DFT calculation (ωB97M-V/def2-TZVPD) of a single C5H7NO molecule in a non-equilibrium geometry.

Geometry (Å):
C: 0.576 -1.714 -0.131
C: -0.415 1.337 2.018
C: -0.699 0.708 0.828
C: 0.120 0.038 -1.553
C: 0.312 0.592 -0.057
N: 0.195 -1.379 -1.346
O: 0.720 -2.675 0.516
H: -1.134 1.529 2.949
H: 0.694 1.644 2.193
H: -1.769 0.463 0.589
H: -0.859 0.419 -1.919
H: 0.971 0.362 -2.277
H: 1.253 0.732 0.290
H: 0.036 -2.055 -2.097

- Lowest unoccupied orbital energy (spin up / spin down): 0.32 / 0.16 eV
- E_tot: -8832.050 eV
- Kohn-Sham gap (spin up / spin down): 7.791 / 7.443 eV

What are the natural (NBO) partial charges on each atom? They are as follows, in elementary charge units: 0.7047 -0.3844 -0.2863 -0.2353 -0.2211 -0.6573 -0.5212 0.2092 0.1836 0.2156 0.2044 0.1984 0.2021 0.3876



No. 7
The following is a DFT calculation (ωB97M-V/def2-TZVPD) of a single C5H7NO molecule in a non-equilibrium geometry.

Geometry (Å):
O: 1.594 1.590 -1.511
C: 1.071 0.676 -0.928
C: 1.408 -0.228 0.263
N: 0.164 -1.020 0.039
C: -0.929 -0.654 0.958
C: -1.367 0.617 0.230
C: -0.190 -0.084 -1.055
H: 2.289 -0.849 0.096
H: 1.479 0.293 1.221
H: -0.558 -0.498 1.982
H: -1.686 -1.444 1.008
H: -0.903 1.524 0.613
H: -1.593 0.551 -0.854
H: -0.489 -0.512 -2.036

- Lowest unoccupied orbital energy: 0.37 eV
- SMILES: O=C1CN2CC[C@@H]12
- E_tot: -8830.989 eV
- Kohn-Sham gap: 8.835 eV

What are the natural (NBO) partial charges on each atom? They are as follows, in elementary charge units: -0.5188 0.5422 -0.3494 -0.4117 -0.2583 -0.4211 -0.1606 0.2348 0.2112 0.1998 0.2056 0.2127 0.2826 0.2311



No. 8
The following is a DFT calculation (ωB97M-V/def2-TZVPD) of a single C5H7NO molecule in a non-equilibrium geometry.

Geometry (Å):
C: -2.015 0.095 0.193
C: -0.713 -0.352 0.881
C: 0.394 0.483 0.386
C: 1.679 -0.192 0.180
O: 2.448 0.517 -0.843
C: 1.675 0.768 -1.853
N: 0.960 0.931 -2.754
H: -2.170 1.164 0.361
H: -2.872 -0.467 0.574
H: -1.949 -0.063 -0.888
H: -0.786 -0.104 1.955
H: -0.569 -1.443 0.809
H: 2.247 -0.085 1.117
H: 1.674 -1.253 -0.118

- Lowest unoccupied orbital energy: -0.85 eV
- E_tot: -8831.147 eV
- Kohn-Sham gap: 8.312 eV

What are the natural (NBO) partial charges on each atom? They are as follows, in elementary charge units: -0.5828 -0.5955 0.2240 -0.2725 -0.4782 0.5411 -0.4154 0.2248 0.2109 0.2194 0.2736 0.1888 0.2615 0.2004



No. 9
The following is a DFT calculation (ωB97M-V/def2-TZVPD) of 2 unconnected molecules or ions with the total composition C5H7NO in a non-equilibrium geometry.

Geometry (Å):
C: -1.418 -1.603 0.481
N: -1.994 -0.500 -0.137
C: -2.329 0.652 -0.144
O: -2.883 1.658 -0.365
H: -0.756 -1.351 1.250
H: -2.194 -2.116 1.034
H: -0.975 -2.162 -0.260
C: 1.584 1.285 1.179
C: 0.979 1.436 0.041
C: 0.553 1.550 -1.170
H: 2.272 0.476 1.500
H: 1.411 1.850 1.975
H: 0.962 2.110 -2.022
H: -0.442 1.069 -1.350

- Lowest unoccupied orbital energy: 0.74 eV
- SMILES: CN=C=O.C=C=C
- E_tot: -8833.162 eV
- Kohn-Sham gap: 10.703 eV

What are the natural (NBO) partial charges on each atom? They are as follows, in elementary charge units: -0.4011 -0.5293 0.8439 -0.5322 0.2054 0.2041 0.2105 -0.4918 0.0957 -0.4888 0.2192 0.2065 0.2364 0.2215



No. 10
The following is a DFT calculation (ωB97M-V/def2-TZVPD) of 2 unconnected molecules or ions with the total composition C5H7NO.

Geometry (Å):
H: 0.135 1.292 0.336
N: -0.535 0.529 0.411
C: -0.156 -0.585 -0.042
C: 1.141 -0.879 -0.740
C: 2.100 0.217 -0.640
C: 2.841 1.160 -0.536
H: -0.879 -1.408 0.022
H: 1.560 -1.819 -0.363
H: 0.869 -1.058 -1.789
H: 3.523 1.978 -0.458
C: -2.625 0.150 0.942
O: -2.946 -0.791 0.242
H: -2.839 1.198 0.667
H: -2.188 0.016 1.949

- Lowest unoccupied orbital energy: 0.84 eV
- SMILES: [H]/N=C\CC#C.C=O
- E_tot: -8832.636 eV
- Kohn-Sham gap: 10.020 eV

What are the natural (NBO) partial charges on each atom? They are as follows, in elementary charge units: 0.3698 -0.6065 0.1778 -0.5607 -0.0221 -0.2216 0.2101 0.2558 0.2628 0.2419 0.2826 -0.6178 0.1152 0.1129



Relative energy (zero: lowest compared OMol25 entry of this formula, charge and spin) / eV: 6.040, 6.288, 2.028, 1.993, 5.785, 4.153, 5.213, 5.056, 3.041, 3.567